Record 1
The following is a DFT calculation (ωB97M-V with the def2-TZVPD basis set) of C23H28N2O5S in the gas phase.

The strongest force on any atom comes out at 0.0146 Eh/bohr. The energy relative to the best compared isomer or geometry (same formula, charge and spin) comes out at 0.482 eV. As for the SMILES: CCN(C(=O)COC(=O)c1ccccc1Nc1cccc(C)c1C)[C@@H]1CCS(=O)(=O)C1.

Element x y z (Å)
S1 -4.5638 -2.3675 0.7489
O1 -5.9204 -2.8306 0.8109
O2 -1.7785 0.1200 4.5201
O3 1.8553 0.5558 1.1850
O4 -4.0139 -2.1185 -0.5587
O5 -0.0277 1.5209 1.9355
N1 -1.9698 -0.6982 2.4309
N2 2.5971 1.1786 -1.3032
C1 4.5440 0.2012 -2.3163
C2 2.5524 0.5601 -3.6522
C3 0.0037 0.6841 3.0785
C4 0.6011 4.1199 -2.1847
C5 -3.2736 -2.7748 3.0040
C6 1.5292 3.1118 -2.2665
C7 6.5660 -0.9164 -3.3308
C8 -0.0931 3.3420 -0.0354
C9 -4.3698 -0.8927 1.8193
C10 0.8491 2.3063 -0.0866
C11 -1.4491 -0.9542 1.0965
C12 0.9730 1.3873 1.0387
C13 -3.2703 -1.2418 2.8060
C14 3.1894 0.0101 -4.7465
C15 -3.4660 -3.4901 1.6846
C16 5.2321 0.3315 -0.9885
C17 1.6699 2.1657 -1.2362
C18 3.2283 0.6693 -2.4405
C19 -0.3049 -1.9728 1.0712
C20 -1.3315 0.0152 3.3915
C21 4.4865 -0.4533 -4.6298
C22 5.1687 -0.3760 -3.4214
C23 -0.2290 4.2343 -1.0707
H1 2.7480 0.6736 -0.4343
H2 -5.3261 -0.7567 2.3138
H3 6.3091 0.2487 -1.0887
H4 0.7903 -0.0709 2.9606
H5 0.5225 4.8377 -2.9879
H6 -0.4932 -2.7912 1.7616
H7 -0.7073 3.4326 0.8466
H8 -3.4747 -0.7825 3.7815
H9 0.2436 1.3045 3.9491
H10 -0.2115 -2.3771 0.0665
H11 2.1896 3.0504 -3.1174
H12 -4.1405 -0.0332 1.1987
H13 6.8483 -1.3918 -4.2665
H14 -2.3530 -3.0762 3.5048
H15 -4.1083 -3.0161 3.6640
H16 2.6664 -0.0728 -5.6874
H17 6.6449 -1.6529 -2.5328
H18 4.9757 -0.8925 -5.4869
H19 -2.5554 -3.6093 1.1084
H20 4.8933 -0.4492 -0.3056
H21 1.5244 0.8817 -3.7222
H22 -0.9582 5.0271 -1.0159
H23 5.0018 1.2946 -0.5361
H24 0.6468 -1.5200 1.3336
H25 7.2788 -0.1173 -3.1280
H26 -2.2699 -1.3221 0.4826
H27 -3.9759 -4.4417 1.7860
H28 -1.1165 -0.0182 0.6443

Record 2
The following is a DFT calculation (ωB97M-V with the def2-TZVPD basis set) of C23H28N2O8S in the gas phase in a non-equilibrium geometry.

The strongest force on any atom comes out at 0.0223 Eh/bohr. The energy relative to the best compared isomer or geometry (same formula, charge and spin) comes out at 0.043 eV. As for the SMILES: CCOC(=O)Cn1c(=O)oc2cc(S(=O)(=O)NCCc3ccc(OCC)c(OCC)c3)ccc21.

Element x y z (Å)
S1 -3.4404 2.6327 -0.6196
O1 4.2708 1.4748 1.6413
O2 -3.9397 2.6520 -1.9633
O3 0.8087 -2.4604 -0.5253
O4 -3.4796 3.8307 0.1675
O5 0.1492 -1.1445 1.6048
O6 3.4187 2.3621 -0.2395
O7 2.7280 -0.8499 -2.5850
O8 0.6478 0.0614 -2.5742
N1 -4.2233 1.4629 0.2707
N2 1.9161 0.3053 -0.7659
C1 2.9881 0.0805 0.1561
C2 -0.5062 -2.1180 -0.4271
C3 4.0106 3.6341 0.0439
C4 1.8614 -0.2359 -2.0317
C5 0.7378 0.9577 -0.5096
C6 -2.7914 -2.0237 -1.1761
C7 -0.9984 2.1945 0.4992
C8 -3.1700 -1.3586 -0.0250
C9 -4.6037 -0.9692 0.1982
C10 -0.8771 -1.4170 0.7413
C11 -0.0541 0.7838 -1.6557
C12 5.4404 3.6990 -0.4705
C13 -2.1981 -1.0476 0.9215
C14 -1.7746 1.9933 -0.6286
C15 -4.9263 0.4029 -0.4126
C16 -1.3308 1.2915 -1.7372
C17 0.2861 1.6810 0.5795
C18 -0.1468 -0.7211 2.9207
C19 3.6431 1.3763 0.6220
C20 -0.7283 -1.8377 3.7825
C21 1.1763 -3.4350 -1.4889
C22 -1.4730 -2.4028 -1.3763
C23 2.6290 -3.8087 -1.2430
H1 5.8411 4.6948 -0.3059
H2 -2.5014 -0.5151 1.8084
H3 -4.8213 -0.9355 1.2671
H4 -5.2604 -1.7070 -0.2653
H5 3.7414 -0.5229 -0.3617
H6 -1.2074 -2.9265 -2.2801
H7 5.4671 3.4759 -1.5342
H8 -3.5294 -2.2685 -1.9250
H9 -0.8133 0.1504 2.9076
H10 1.0665 -3.0305 -2.5029
H11 3.2679 -2.9647 -1.4840
H12 0.5271 -4.3151 -1.3832
H13 2.7714 -4.0819 -0.2009
H14 -6.0097 0.5694 -0.3903
H15 0.9037 1.8287 1.4501
H16 -1.6777 -2.1813 3.3794
H17 6.0597 2.9784 0.0581
H18 2.6257 -0.4802 1.0242
H19 -1.9595 1.1763 -2.6028
H20 -4.6811 1.8435 1.0816
H21 -1.4192 2.7765 1.3032
H22 0.8201 -0.4081 3.3257
H23 3.9861 3.8023 1.1253
H24 2.9015 -4.6484 -1.8756
H25 -4.5986 0.4385 -1.4527
H26 -0.0409 -2.6793 3.8070
H27 3.3726 4.3605 -0.4629
H28 -0.8823 -1.4771 4.7958

Record 3
The following is a DFT calculation (ωB97M-V with the def2-TZVPD basis set) of a molecular structure, C23H28N4O4S in a non-equilibrium geometry.

The strongest force on any atom comes out at 0.3728 Eh/bohr. The energy relative to the best compared isomer or geometry (same formula, charge and spin) comes out at 23.784 eV.

Element x y z (Å)
S1 4.6635 -1.8624 -0.7402
O1 -1.8062 -0.4536 -2.8869
O2 -2.5815 -2.6671 1.2717
O3 5.0116 -3.3165 -0.4022
O4 5.3083 -1.3893 -1.8370
N1 5.0109 -1.1378 0.6372
N2 -1.3733 -1.5972 -0.7847
N3 -4.5645 -1.6953 0.7016
N4 3.9544 0.9008 -0.1951
C1 0.6904 -2.2976 0.3267
C2 -3.8009 -2.6624 1.3533
C3 -6.0280 2.9593 -0.5524
C4 0.9516 -0.9982 -1.9787
C5 4.8928 2.5956 2.0320
C6 -4.7870 0.4665 -0.0811
C7 4.7945 0.2838 0.5662
C8 5.0005 3.6206 0.9012
C9 3.5786 2.0566 -0.7224
C10 -3.9776 -0.7833 -0.0488
C11 0.1302 -1.6020 -0.8746
C12 -4.7820 -3.6006 2.2208
C13 -5.8210 1.0376 0.5282
C14 -5.0853 2.7054 -1.4991
C15 -4.3713 1.5070 -1.3798
C16 -3.4510 -1.2261 -1.5280
C17 4.6935 3.0884 -0.2546
C18 2.3025 -1.4227 -1.8746
C19 2.9684 -1.8377 -0.8032
C20 -6.4594 2.3350 0.4978
C21 2.1281 -2.2495 -0.0223
C22 -2.1222 -1.0496 -1.7107
C23 5.5706 1.2666 1.7036
H1 4.5619 3.7723 -1.1136
H2 2.6068 2.4339 0.1614
H3 6.0838 3.9452 0.9109
H4 2.9598 -0.8571 -2.5645
H5 -4.8222 3.3282 -2.0684
H6 5.8294 -1.3058 1.1584
H7 -3.5015 1.0924 -1.8755
H8 -5.6005 -1.8646 0.5249
H9 5.8855 0.5440 2.3610
H10 -7.1728 2.4744 1.2050
H11 -6.6126 3.9192 -0.7893
H12 4.4454 4.2722 1.1623
H13 2.8189 -2.8499 0.9391
H14 -1.5709 -2.2357 -0.0272
H15 4.0603 2.1388 2.3636
H16 -3.0295 -0.5173 0.5195
H17 0.3536 -0.7116 -2.6684
H18 0.2071 -2.8610 1.0301
H19 -5.9531 0.1105 1.3416
H20 -4.2900 -4.3036 2.7267
H21 3.1647 2.0468 -1.6117
H22 -4.1442 -0.8438 -2.0510
H23 5.3940 2.8961 2.7695
H24 6.5815 1.3013 0.9575
H25 -5.4574 -4.0481 1.4779
H26 -3.7354 -2.4736 -1.4726
H27 -5.3008 -3.0631 3.1370
H28 5.5992 2.6853 -1.0682

Record 4
The following is a DFT calculation (ωB97M-V with the def2-TZVPD basis set) of a molecular structure, C23H28NO2Y in a non-equilibrium geometry.

The strongest force on any atom comes out at 0.0682 Eh/bohr. The energy is -1136.82343 Ha.

Element x y z (Å)
Y1 -0.0484 0.1533 1.7311
O1 -0.4865 0.2850 3.7782
O2 -0.2831 0.7378 -0.6102
N1 -1.2991 1.4887 -2.4746
C1 -0.1992 -2.3376 2.3564
C2 -0.2358 2.5368 -2.6241
C3 -2.5647 0.0066 -0.9622
C4 3.5574 2.1482 -2.7193
C5 1.7564 1.4759 2.7556
C6 3.6889 1.0118 -3.5297
C7 -2.4049 -1.5121 -0.6137
C8 2.3133 0.5348 0.7275
C9 -1.6500 -2.2082 -1.7433
C10 -3.8005 -2.1321 -0.4388
C11 -1.3134 0.7424 -1.3832
C12 2.4407 -0.4605 1.7186
C13 2.5447 0.3736 -4.0255
C14 1.8847 1.7288 1.3533
C15 2.2813 2.6334 -2.4097
C16 -0.4469 -2.3651 0.9708
C17 1.1385 1.9851 -2.8961
C18 -2.1968 -1.2602 1.9519
C19 2.1464 0.1321 2.9778
C20 1.2767 0.8703 -3.7103
C21 -1.6817 -1.6819 0.7115
C22 -0.1128 0.1818 5.1493
C23 -1.2835 -1.6597 2.9898
H1 2.6265 -0.5059 -4.6627
H2 0.6831 0.8255 5.4802
H3 -4.3151 -2.2453 -1.3958
H4 -1.9195 1.3047 -3.2671
H5 -3.2776 0.1131 -1.7905
H6 2.1398 3.5231 -1.7915
H7 2.3142 -0.4327 3.9049
H8 -1.0178 0.3626 5.6861
H9 -3.0542 -0.6156 2.1026
H10 -3.7242 -3.1260 0.0171
H11 0.1909 -0.8361 5.4287
H12 -4.4345 -1.5266 0.2166
H13 -1.6813 -3.2935 -1.6073
H14 4.6819 0.6308 -3.7808
H15 -0.2207 3.1325 -1.7110
H16 -2.1078 -1.9748 -2.7096
H17 1.6176 2.6813 0.8720
H18 1.3011 2.2061 3.4240
H19 -1.6732 -1.8447 4.0165
H20 0.3731 0.4054 -4.1052
H21 -3.0379 0.5421 -0.1203
H22 2.7663 -1.4960 1.6250
H23 -0.5610 3.1755 -3.4522
H24 0.1675 -2.8435 0.1976
H25 -0.6013 -1.9010 -1.7909
H26 2.6063 0.4125 -0.3158
H27 0.6846 -2.7377 2.8336
H28 4.4518 2.6552 -2.3357